[1]
# C6H8N2O2

One molecule with the formula C6H8N2O2 in a non-equilibrium geometry (wB97M-V/def2-TZVPD, OMol25).

Each line ends with the Mulliken charge.
Geometry (Å):
1 O -1.807 -0.374 4.819  -0.37
2 N -1.460 -0.230 3.707  0.28
3 O -2.033 -1.275 2.839  -0.21
4 N -1.450 -1.454 1.549  -0.30
5 C -0.439 -0.484 1.183  0.25
6 C 0.464 -0.916 -0.074  -0.71
7 C 0.969 0.346 -0.852  -0.59
8 C 0.202 1.512 -0.128  -0.40
9 C -1.321 1.459 -0.428  -0.75
10 C -0.868 0.854 0.640  0.25
11 H -2.312 -1.746 0.968  0.29
12 H 0.198 -0.232 2.018  0.43
13 H -0.144 -1.727 -0.660  0.25
14 H 1.383 -1.468 0.367  0.25
15 H 0.972 0.384 -1.897  0.38
16 H 2.120 0.443 -0.604  0.24
17 H 0.755 2.537 0.114  0.30
18 H -2.054 2.075 -0.862  0.39

Forces on atoms 1 to 3 (eV/Å):
0.0 -0.1 -1.8
-0.2 -0.4 0.3
0.0 0.3 1.2

LUMO energy (spin up / spin down) (eV): 0.086 / 0.085
E_HOMO (spin up / spin down) (eV): -8.6297 / -8.6296
SMILES string: O=NON[C@H]1CC[C@H]2C=C21
Orbital gap (spin up / spin down) (hartree): 0.32029 / 0.32027

---

[2]
# C6H8N2O2

C6H8N2O2 as an isolated structure in a non-equilibrium geometry (wB97M-V/def2-TZVPD, OMol25).

Each line ends with the Mulliken charge.
Geometry (Å):
1 O -1.843 0.090 -1.785  -0.50
2 C -1.690 0.617 -0.486  -0.06
3 C -2.704 0.000 0.449  0.42
4 N -3.293 0.191 1.509  -0.62
5 C -0.313 0.529 0.013  0.60
6 C 0.858 0.471 0.311  -0.39
7 C 2.268 0.456 0.633  -0.29
8 C 3.227 -0.215 -0.288  -0.41
9 N 3.212 1.234 -0.174  -0.60
10 H -1.644 -0.855 -1.783  0.41
11 H -1.978 1.678 -0.559  0.25
12 H 2.490 0.453 1.703  0.34
13 H 4.097 -0.715 0.140  0.25
14 H 2.821 -0.667 -1.195  0.26
15 H 2.739 1.655 -0.971  0.28
16 O -2.829 -1.787 0.565  -0.69
17 H -1.969 -2.006 0.175  0.27
18 H -3.450 -1.130 1.745  0.48

Forces on atoms 1 to 3 (eV/Å):
0.1 0.1 -0.2
-0.8 0.0 -0.4
-0.9 -2.8 3.3

LUMO energy (eV): 0.307
E_HOMO (eV): -9.7011
Orbital gap (hartree): 0.36779

---

[3]
# C6H8N2O2S

One molecule with the formula C6H8N2O2S in a non-equilibrium geometry (wB97M-V/def2-TZVPD, OMol25).

Each line ends with the Mulliken charge.
Geometry (Å):
1 N -2.030 -1.277 2.593  -0.51
2 C -1.480 -1.216 1.358  0.81
3 C -1.950 -2.088 0.272  -0.42
4 C -1.350 -1.918 -0.960  -0.53
5 C -0.445 -0.917 -1.229  -0.18
6 C -0.005 -0.014 -0.242  0.14
7 S 1.230 1.186 -0.402  1.18
8 N 1.179 1.634 -1.947  -0.55
9 O 2.582 0.544 -0.234  -0.63
10 O 0.854 2.359 0.385  -0.63
11 C -0.552 -0.249 1.068  -0.62
12 H -2.448 -2.329 2.720  0.25
13 H -1.600 -0.855 3.141  0.15
14 H -2.600 -3.031 0.620  0.07
15 H -1.523 -2.613 -1.874  0.23
16 H -0.077 -0.903 -2.271  0.23
17 H 1.664 1.049 -2.637  0.27
18 H 0.293 2.056 -2.407  0.29
19 H -0.214 0.345 1.809  0.44

Forces on atoms 1 to 3 (eV/Å):
-10.5 -12.5 -11.3
-1.1 -1.0 -3.3
0.3 -0.9 2.5

LUMO energy (eV): 0.320
E_HOMO (eV): -8.5757
SMILES string: Nc1cccc(S(N)(=O)=O)c1
Orbital gap (hartree): 0.32691

---

[4]
# C6H8N2O2S

One molecule with the formula C6H8N2O2S in a non-equilibrium geometry (wB97M-V/def2-TZVPD, OMol25).

Each line ends with the Mulliken charge.
Geometry (Å):
1 C -1.172 -1.562 -0.487  -0.47
2 C -1.094 -0.738 -1.521  -0.55
3 C -0.521 -1.171 0.780  0.15
4 C -0.338 0.560 -1.484  -0.24
5 C -0.932 -0.105 1.459  -0.67
6 C 0.706 0.603 -0.404  -0.36
7 N 0.775 -1.702 0.955  -0.36
8 N 1.020 1.746 0.140  0.84
9 O 2.080 1.778 1.052  -0.44
10 O 0.436 2.806 -0.010  -0.71
11 S 1.771 -0.807 -0.200  -0.14
12 H -1.668 -2.518 -0.536  0.42
13 H -1.567 -0.976 -2.462  0.42
14 H 0.154 0.703 -2.454  0.41
15 H -1.022 1.404 -1.345  0.34
16 H -1.898 0.331 1.281  0.33
17 H -0.394 0.263 2.320  0.26
18 H 1.128 -1.527 1.894  0.38
19 H 2.537 0.915 1.021  0.39

Forces on atoms 1 to 3 (eV/Å):
-0.1 -0.1 0.1
0.0 0.1 0.0
-0.3 0.2 0.1

LUMO energy (eV): 0.215
E_HOMO (eV): -8.6676
Orbital gap (hartree): 0.32644

---

[5]
# C6H8N2O3PS

C6H8N2O3PS as an isolated structure in a non-equilibrium geometry (wB97M-V/def2-TZVPD, OMol25).

Each line ends with the Mulliken charge.
Geometry (Å):
1 C 1.333 0.801 2.371  -0.22
2 C -0.331 2.149 1.564  -0.30
3 C -0.528 -0.299 -2.785  -0.57
4 C -0.775 -0.227 1.857  -1.38
5 C -0.989 0.272 -1.502  -0.88
6 C 0.224 0.885 1.418  1.87
7 N 2.166 0.914 3.162  -0.54
8 N -0.835 3.173 1.635  -0.55
9 O 0.144 -2.049 -0.275  -0.63
10 O 2.333 -1.509 0.821  -0.65
11 O 2.032 -1.483 -1.690  -0.66
12 P 0.943 0.947 -0.340  -0.04
13 S 1.406 -1.293 -0.354  0.88
14 H -1.242 -0.990 -3.377  0.28
15 H -0.380 0.524 -3.559  0.26
16 H 0.249 -1.048 -2.444  0.16
17 H -0.702 -0.409 2.966  0.38
18 H -1.725 0.117 1.542  0.42
19 H -0.585 -1.277 1.412  0.29
20 H -1.299 -0.462 -0.737  0.51
21 H -1.437 1.264 -1.686  0.38

Forces on atoms 1 to 3 (eV/Å):
1.4 0.7 0.6
-1.3 2.0 0.4
-0.3 -1.6 -1.5

LUMO energy (eV): 3.239
E_HOMO (eV): -5.7539
Total charge: -1
Orbital gap (hartree): 0.33049

---

[6]
# C6H8N2O4

One molecule with the formula C6H8N2O4 in a non-equilibrium geometry (wB97M-V/def2-TZVPD, OMol25).

Each line ends with the Mulliken charge.
Geometry (Å):
1 C 0.547 0.844 -0.781  0.50
2 C -0.799 1.469 -0.455  -0.81
3 C -1.871 0.406 -0.383  -0.70
4 C -1.594 -0.654 0.615  -0.54
5 C -0.213 -1.378 0.335  -0.81
6 C 0.815 -0.452 -0.193  0.34
7 N 2.195 0.650 1.150  0.25
8 N 2.057 -1.002 -0.222  0.74
9 O 2.368 -2.168 -0.481  -0.62
10 O 1.310 1.405 -1.552  -0.60
11 O 2.423 1.798 1.130  -0.29
12 O 3.013 -0.149 0.088  -0.27
13 H -0.782 1.841 0.513  0.33
14 H -0.933 2.182 -1.263  0.33
15 H -2.687 0.993 -0.163  0.40
16 H -1.928 -0.186 -1.308  0.34
17 H -1.300 -0.248 1.611  0.31
18 H -2.540 -1.297 0.605  0.26
19 H 0.129 -1.917 1.212  0.48
20 H -0.210 -2.136 -0.457  0.37

Forces on atoms 1 to 3 (eV/Å):
0.2 1.2 -0.8
1.2 -2.0 -2.1
1.8 -0.7 -1.5

LUMO energy (spin up / spin down) (eV): -0.990 / -0.995
E_HOMO (spin up / spin down) (eV): -9.0922 / -9.0950
Orbital gap (spin up / spin down) (hartree): 0.29775 / 0.29768

---

[7]
# C6H8N2O4

One molecule with the formula C6H8N2O4 in a non-equilibrium geometry (wB97M-V/def2-TZVPD, OMol25).

Each line ends with the Mulliken charge.
Geometry (Å):
1 N -2.281 1.278 0.969  -0.48
2 O -2.327 -0.011 0.366  -0.20
3 C -1.428 -1.010 0.777  0.53
4 O -1.443 -2.162 0.399  -0.55
5 C -0.201 -0.642 1.635  -0.67
6 C 1.146 -0.762 0.865  -0.66
7 C 1.098 -0.089 -0.480  0.58
8 C 1.329 -0.671 -1.686  -0.62
9 N 1.232 0.301 -2.668  -0.09
10 O 0.786 1.529 -2.123  -0.27
11 C 0.754 1.301 -0.760  0.48
12 O 0.532 2.137 0.116  -0.68
13 H -1.450 1.808 0.709  0.25
14 H -3.125 1.830 0.744  0.27
15 H -0.241 -1.314 2.492  0.40
16 H -0.281 0.353 1.993  0.40
17 H 1.361 -1.856 0.687  0.30
18 H 1.991 -0.353 1.445  0.35
19 H 1.578 -1.720 -1.864  0.41
20 H 0.972 0.053 -3.614  0.26

Forces on atoms 1 to 3 (eV/Å):
0.2 0.6 1.5
0.3 -1.4 -0.6
1.7 0.2 0.3

LUMO energy (eV): 0.594
E_HOMO (eV): -9.1196
SMILES string: NOC(=O)CCc1c[nH]oc1=O
Orbital gap (hartree): 0.35698

---

[8]
# C6H8N2OS

A 2-piece molecular cluster, C6H8N2OS overall in a non-equilibrium geometry (wB97M-V/def2-TZVPD, OMol25).

Each line ends with the Mulliken charge.
Geometry (Å):
1 N -0.342 0.555 2.296  -0.66
2 C 0.338 -0.316 1.405  0.39
3 C 1.600 0.072 0.736  -0.40
4 C 2.026 -0.908 -0.094  -0.45
5 S 1.122 -2.368 0.083  -0.11
6 C 0.006 -1.618 1.172  -0.44
7 H 0.129 1.477 2.359  0.32
8 H -1.256 0.727 1.802  0.36
9 H 1.934 1.211 0.744  0.15
10 H 2.610 -0.752 -0.946  0.48
11 H -0.834 -2.288 1.340  0.36
12 C -0.665 0.077 -2.201  -0.28
13 O -1.762 0.605 -1.435  -0.36
14 C -1.750 1.535 -0.535  0.57
15 N -1.896 2.241 0.336  -0.51
16 H -0.992 -0.873 -2.350  0.26
17 H 0.181 -0.005 -1.537  0.03
18 H -0.451 0.628 -3.175  0.28

Forces on atoms 1 to 3 (eV/Å):
-1.0 0.5 -1.3
1.5 0.4 0.9
-1.5 2.0 0.2

LUMO energy (eV): 0.547
E_HOMO (eV): -8.3008
SMILES string: Nc1ccsc1.COC#N
Orbital gap (hartree): 0.32514

---

[9]
# C6H8N2OS

One molecule with the formula C6H8N2OS in a non-equilibrium geometry (wB97M-V/def2-TZVPD, OMol25).

Each line ends with the Mulliken charge.
Geometry (Å):
1 C -0.515 -2.420 1.475  0.45
2 C 0.201 -1.408 -0.761  0.22
3 C 0.921 1.028 -1.346  -0.70
4 C 0.033 0.605 -0.190  1.15
5 C 0.629 0.611 1.188  -1.40
6 C -1.481 0.765 -0.127  -1.20
7 N -0.700 -2.124 2.549  -0.43
8 N 0.776 -1.219 -1.861  -0.34
9 O 1.063 -0.065 -2.330  -0.22
10 S -0.200 -2.982 -0.098  -0.13
11 H 0.590 1.847 -1.964  0.31
12 H 1.990 1.110 -1.124  0.27
13 H 0.848 1.676 1.521  0.35
14 H 1.593 -0.100 1.146  0.29
15 H 0.008 0.237 2.038  0.36
16 H -2.004 0.038 -0.727  0.33
17 H -1.848 1.758 -0.363  0.39
18 H -1.905 0.644 0.974  0.30

Forces on atoms 1 to 3 (eV/Å):
0.5 -1.0 -2.6
0.8 4.5 -0.3
0.1 -0.8 0.5

LUMO energy (eV): 0.200
E_HOMO (eV): -9.1198
Orbital gap (hartree): 0.34248

---

[10]
# C6H8N2OS

C6H8N2OS as an isolated structure in a non-equilibrium geometry (wB97M-V/def2-TZVPD, OMol25).

Each line ends with the Mulliken charge.
Geometry (Å):
1 C -0.291 -0.306 0.167  0.12
2 C -1.892 0.901 -0.055  0.04
3 C -2.217 -1.452 -0.086  0.25
4 C 2.060 -1.047 0.004  -1.34
5 C 1.452 1.533 -0.088  -1.43
6 C 1.115 0.090 0.432  1.10
7 N -0.842 -1.427 0.106  -0.51
8 N -2.760 -0.151 -0.058  -0.05
9 O -2.884 -2.414 -0.333  -0.51
10 S -2.272 2.436 -0.389  -0.31
11 H 1.575 -1.357 -0.900  0.35
12 H 1.949 -1.776 0.741  0.39
13 H 3.015 -0.651 -0.327  0.38
14 H 1.732 1.675 -1.089  0.37
15 H 2.285 1.847 0.401  0.47
16 H 0.490 2.091 0.130  0.27
17 H 1.206 0.168 1.634  0.18
18 H -3.723 -0.160 -0.290  0.22

Forces on atoms 1 to 3 (eV/Å):
-3.2 1.7 0.1
0.9 -1.9 -0.3
-0.6 0.6 -0.5

LUMO energy (eV): -0.794
E_HOMO (eV): -8.6384
Orbital gap (hartree): 0.28828

---

[11]
# C6H8N2S2

One molecule with the formula C6H8N2S2 in a non-equilibrium geometry (wB97M-V/def2-TZVPD, OMol25).

Each line ends with the Mulliken charge.
Geometry (Å):
1 C -1.187 2.604 -2.559  -0.26
2 C 0.546 1.582 -1.312  0.32
3 C 1.313 -1.212 1.641  -1.14
4 C 0.117 -1.051 1.086  0.90
5 C -0.226 0.076 0.256  -0.51
6 C -0.990 -1.975 1.528  -1.27
7 N -0.754 2.156 -1.352  -0.08
8 N 0.725 0.575 -0.487  0.08
9 S -0.150 2.357 -3.815  0.00
10 S 1.538 1.936 -2.650  -0.24
11 H 1.525 -2.210 2.149  0.19
12 H 2.156 -0.537 1.496  0.34
13 H -1.219 0.354 -0.178  0.37
14 H -1.696 -1.662 2.230  0.35
15 H -1.424 -2.553 0.683  0.27
16 H -0.504 -2.748 2.197  0.32
17 H -1.377 2.139 -0.649  0.28
18 H 1.608 0.168 -0.263  0.08

Forces on atoms 1 to 3 (eV/Å):
-0.9 -0.7 1.3
0.2 0.5 0.5
1.6 -1.9 0.5

LUMO energy (spin up / spin down) (eV): -0.105 / -0.075
E_HOMO (spin up / spin down) (eV): -6.5343 / -6.6489
Orbital gap (spin up / spin down) (hartree): 0.23627 / 0.24160

---

[12]
# C6H8N2S2

One molecule with the formula C6H8N2S2 in a non-equilibrium geometry (wB97M-V/def2-TZVPD, OMol25).

Each line ends with the Mulliken charge.
Geometry (Å):
1 C 3.449 -0.036 -1.064  -0.86
2 S 2.072 0.983 -1.410  -0.06
3 C 0.783 0.072 -0.704  0.72
4 C -0.529 0.547 -0.711  -0.65
5 C -1.447 -0.275 -0.125  0.31
6 S -3.202 0.148 -0.112  -0.13
7 C -3.205 1.061 1.366  -0.82
8 N -1.125 -1.375 0.548  -0.49
9 C 0.122 -1.726 0.579  -0.14
10 N 1.098 -1.044 -0.113  -0.43
11 H 4.544 0.457 -1.512  0.26
12 H 3.280 -1.041 -1.500  0.29
13 H 3.877 -0.023 -0.176  0.39
14 H -0.463 1.367 -1.312  0.47
15 H -2.897 0.456 2.454  0.24
16 H -4.191 1.355 1.686  0.34
17 H -2.623 1.875 1.092  0.29
18 H 0.457 -2.801 1.015  0.28

Forces on atoms 1 to 3 (eV/Å):
2.8 0.1 -5.4
0.0 1.4 -0.6
0.2 -1.1 1.3

LUMO energy (eV): 0.488
E_HOMO (eV): -8.8573
SMILES string: CSc1cc(SC)ncn1
Orbital gap (hartree): 0.34342

---

Across the entries above, relative energy (zero: lowest compared OMol25 entry of this formula, charge and spin) takes the values 219.9 170.7 86.4 137.9 41.5 210.9 113.9 68.9 127.8 55.0 110.5 63.9 kcal/mol, respectively.